No. 1
12
Properties=species:S:1:pos:R:3:nbo_charge:R:1 method="wB97M-V/def2-TZVPD" charge=0 homo_energy_ev=-8.56 orbital_gap_ev=8.63 spin_multiplicity=1 e_tot_ha=-269.1771
H 1.511 1.455 1.094 0.215
H -1.560 -3.653 1.028 0.238
C 0.471 1.484 0.756 -0.632
C -1.194 -2.944 0.314 -0.149
C -0.672 -0.841 -1.067 0.215
C 0.351 1.181 -0.728 -0.071
H -0.640 1.428 -1.125 0.205
H 1.137 1.636 -1.340 0.190
O 0.468 -0.253 -0.806 -0.468
H 0.063 2.474 0.969 0.218
H -0.090 0.717 1.311 0.222
C -0.712 -2.139 -0.454 -0.182

---

No. 2
85
Properties=species:S:1:pos:R:3:lowdin_charge:R:1 method="wB97M-V/def2-TZVPD" charge=0 homo_energy_ev=-8.15 orbital_gap_ev=5.62 spin_multiplicity=1 e_tot_ha=-2771.0086
H -2.286 -4.411 1.274 0.031
C -2.091 -1.880 2.694 -0.151
C 0.174 0.731 4.955 -0.048
C -1.660 -0.993 -3.900 -0.069
Si -2.887 -2.023 1.008 0.450
N -1.814 -1.359 -0.261 -0.254
H -4.305 -0.018 1.050 0.036
H 1.593 5.698 0.507 0.125
H -0.559 2.538 -3.494 0.029
C -0.109 1.853 -4.219 -0.149
C 4.225 -1.047 0.423 0.081
C 0.159 0.966 6.494 -0.687
H 2.344 -0.503 -4.925 0.042
C 2.067 -4.767 -0.086 -0.013
H -1.034 -0.542 -4.650 0.063
Si 0.855 0.552 -3.272 0.470
C 2.664 1.176 0.463 -0.215
H -0.617 5.163 -0.547 0.123
C 0.084 4.385 -0.280 -0.007
C -3.645 -2.232 -3.390 -0.078
H -3.176 -4.248 -0.243 0.027
H 2.914 1.678 -3.569 0.054
C 2.136 -2.387 0.105 -0.197
C -2.201 -1.491 -1.596 -0.314
H 4.508 2.257 0.835 0.127
H 0.592 2.438 -4.819 0.042
H 2.179 2.406 -2.162 0.032
C 1.577 -0.880 -4.245 -0.152
O -1.666 1.029 0.643 -0.243
C -2.794 -1.666 -4.323 -0.081
H -0.904 1.504 -4.871 0.028
N 0.559 2.055 -0.153 -0.012
C 2.857 -1.117 0.256 -0.206
N -0.237 -0.161 -2.002 -0.205
H 0.083 -5.527 -0.461 0.121
H 4.878 -1.909 0.408 0.122
C -0.263 3.065 -0.474 -0.101
O 1.041 0.338 7.093 -0.016
H -1.035 -2.155 2.717 0.026
H 1.769 -0.671 5.024 0.128
C 6.374 0.295 0.780 -0.681
N 2.073 -0.020 0.237 0.001
H -4.047 -2.574 -1.335 0.076
H 2.081 -1.542 -3.534 0.036
C 1.047 -0.367 3.013 -0.098
H -5.074 -1.359 1.901 0.044
H -2.207 -0.907 3.170 0.034
C -0.715 1.102 2.777 -0.199
C -3.353 -2.146 -2.041 -0.050
H 1.749 -1.042 2.544 0.107
C 2.175 3.640 0.604 0.035
C -0.725 1.390 4.118 0.085
O 6.767 1.462 0.905 -0.005
H -4.024 -4.184 1.296 0.045
H -0.941 -3.304 -0.421 0.070
C -1.693 1.687 1.805 -0.534
C 2.796 -3.606 0.099 0.028
H 3.865 -3.643 0.235 0.122
C 1.778 2.340 0.330 -0.220
H 0.882 -1.485 -4.818 0.026
N 0.159 0.242 2.204 -0.040
C 1.309 4.676 0.299 -0.003
H 2.562 -5.729 -0.086 0.124
C 4.831 0.182 0.624 -0.041
O -2.404 2.628 2.013 0.151
C -1.355 -0.885 -2.546 -0.278
H 3.048 0.854 -2.040 0.032
H -1.234 2.788 -0.858 0.126
C 0.704 -4.661 -0.285 -0.016
C 4.018 1.306 0.678 0.084
C 1.070 -0.160 4.375 0.040
H -3.014 -1.728 -5.380 0.106
C -3.107 -3.885 0.781 -0.168
H -5.134 -1.279 0.140 0.030
H 3.144 3.836 1.036 0.127
H -4.549 -2.735 -3.708 0.108
Ta -0.188 -0.131 -0.005 1.924
O -0.626 1.858 6.842 -0.013
H -2.605 -2.603 3.332 0.052
C 2.370 1.451 -2.647 -0.153
N 0.797 -2.278 -0.032 0.029
H -1.429 2.092 4.546 0.141
C 0.115 -3.412 -0.256 -0.092
O 6.952 -0.797 0.703 -0.009
C -4.504 -1.091 1.008 -0.143